ORCA calculation (the ωB97M-V functional and the def2-TZVPD basis) on a 13-piece molecular cluster, C37H97N23O13 overall.

Last columns: bonded neighbours and bond lengths (Å).
Geometry (Å):
1 C -3.6374 -4.5693 -5.4572  C2 1.517, H12 1.090, H13 1.090, H14 1.090
2 C -3.1533 -3.6079 -4.3883  C1 1.517, C3 1.620, N7 1.490, C11 1.609
3 C -4.1678 -2.3529 -4.2518  C2 1.620, C4 1.524, H15 1.090, H16 1.090
4 C -4.1053 -1.6373 -2.9080  C3 1.524, C5 1.484, H17 1.090, H18 1.090
5 C -4.2015 -2.5238 -1.7215  C4 1.484, C6 1.454, H19 1.090, H20 1.090
6 C -3.1197 -3.4957 -1.7261  C5 1.454, N7 1.527, C9 1.582, C10 1.546
7 N -3.0852 -4.2581 -3.0490  C2 1.490, C6 1.527, O8 1.383
8 O -2.3186 -5.4070 -3.1272  N7 1.383, H30 0.960
9 C -1.7018 -2.8900 -1.3698  C6 1.582, H21 1.090, H22 1.090, H23 1.090
10 C -3.5383 -4.4627 -0.5942  C6 1.546, H24 1.090, H25 1.090, H26 1.090
11 C -1.7779 -2.8922 -4.8186  C2 1.609, H27 1.090, H28 1.090, H29 1.090
12 H -2.9460 -5.4040 -5.5730  C1 1.090
13 H -3.9447 -4.3002 -6.4677  C1 1.090
14 H -4.6203 -4.8804 -5.1033  C1 1.090
15 H -3.8424 -1.5869 -4.9558  C3 1.090
16 H -5.2077 -2.5862 -4.4805  C3 1.090
17 H -4.8717 -0.8647 -2.8443  C4 1.090
18 H -3.2302 -1.0309 -2.6744  C4 1.090
19 H -5.2222 -2.8863 -1.5997  C5 1.090
20 H -4.1073 -1.8869 -0.8419  C5 1.090
21 H -1.7680 -2.2810 -0.4682  C9 1.090
22 H -0.7945 -3.4941 -1.3747  C9 1.090
23 H -1.4964 -2.0589 -2.0444  C9 1.090
24 H -4.2216 -4.0018 0.1192  C10 1.090
25 H -4.2344 -5.1898 -1.0124  C10 1.090
26 H -2.7540 -5.0888 -0.1689  C10 1.090
27 H -1.5856 -2.7526 -5.8824  C11 1.090
28 H -0.9455 -3.5121 -4.4855  C11 1.090
29 H -1.4318 -2.0093 -4.2812  C11 1.090
30 H -3.0438 -5.9372 -3.4657  O8 0.960
31 C 3.8530 -1.6072 -3.7253  C32 1.546, H42 1.090, H43 1.090, H44 1.090
32 C 2.9551 -2.5928 -2.9434  C31 1.546, C33 1.583, N37 1.509, C41 1.564
33 C 2.1344 -3.2893 -4.1044  C32 1.583, C34 1.466, H45 1.090, H46 1.090
34 C 1.5573 -4.5740 -3.6978  C33 1.466, C35 1.568, H47 1.090, H48 1.090
35 C 2.4900 -5.5137 -2.8580  C34 1.568, C36 1.525, H49 1.090, H50 1.090
36 C 3.1296 -4.8852 -1.6245  C35 1.525, N37 1.486, C39 1.555, C40 1.549
37 N 3.6994 -3.5971 -2.0986  C32 1.509, C36 1.486, O38 1.447
38 O 4.5865 -2.9517 -1.1553  N37 1.447, H60 0.960
39 C 2.1161 -4.7144 -0.4582  C36 1.555, H51 1.090, H52 1.090, H53 1.090
40 C 4.2146 -5.9240 -1.2463  C36 1.549, H54 1.090, H55 1.090, H56 1.090
41 C 2.0233 -1.6877 -2.0725  C32 1.564, H57 1.090, H58 1.090, H59 1.090
42 H 3.2543 -0.8984 -4.2974  C31 1.090
43 H 4.4912 -2.1359 -4.4333  C31 1.090
44 H 4.6236 -1.2141 -3.0621  C31 1.090
45 H 1.3971 -2.7027 -4.6527  C33 1.090
46 H 2.8450 -3.6977 -4.8230  C33 1.090
47 H 1.4217 -5.1409 -4.6188  C34 1.090
48 H 0.6533 -4.4056 -3.1126  C34 1.090
49 H 3.3080 -5.8100 -3.5146  C35 1.090
50 H 1.9150 -6.4036 -2.6023  C35 1.090
51 H 1.6845 -5.7013 -0.2908  C39 1.090
52 H 2.4814 -4.1166 0.3768  C39 1.090
53 H 1.3005 -4.1213 -0.8718  C39 1.090
54 H 3.6379 -6.6674 -0.6961  C40 1.090
55 H 4.7050 -6.4827 -2.0435  C40 1.090
56 H 5.0508 -5.4701 -0.7144  C40 1.090
57 H 1.1344 -2.1884 -1.6887  C41 1.090
58 H 1.5902 -0.8727 -2.6523  C41 1.090
59 H 2.5033 -1.2179 -1.2141  C41 1.090
60 H 5.3800 -2.9531 -1.6956  O38 0.960
61 C -5.3543 3.8426 -0.0869  C62 1.508, H72 1.090, H73 1.090, H74 1.090
62 C -4.4620 2.8389 0.5990  C61 1.508, C63 1.523, N67 1.430, C71 1.560
63 C -4.5196 3.4782 1.9805  C62 1.523, C64 1.529, H75 1.090, H76 1.090
64 C -3.9639 2.7594 3.2107  C63 1.529, C65 1.574, H77 1.090, H78 1.090
65 C -4.5587 1.3027 3.1669  C64 1.574, C66 1.579, H79 1.090, H80 1.090
66 C -4.5067 0.5990 1.7540  C65 1.579, N67 1.426, C69 1.616, C70 1.630
67 N -4.9563 1.5057 0.7494  C62 1.430, C66 1.426, O68 1.374
68 O -5.3668 1.0731 -0.4887  N67 1.374, H90 0.960
69 C -3.0414 -0.0159 1.4626  C66 1.616, H81 1.090, H82 1.090, H83 1.090
70 C -5.5290 -0.6637 1.8838  C66 1.630, H84 1.090, H85 1.090, H86 1.090
71 C -3.0197 2.9343 0.0120  C62 1.560, H87 1.090, H88 1.090, H89 1.090
72 H -5.0229 4.8522 0.1563  C61 1.090
73 H -6.3590 3.7743 0.3302  C61 1.090
74 H -5.4456 3.7008 -1.1637  C61 1.090
75 H -3.9160 4.3758 1.8463  C63 1.090
76 H -5.4748 3.9044 2.2871  C63 1.090
77 H -4.2361 3.3558 4.0816  C64 1.090
78 H -2.8805 2.8265 3.3103  C64 1.090
79 H -5.6113 1.4550 3.4060  C65 1.090
80 H -4.0302 0.7579 3.9492  C65 1.090
81 H -3.0156 0.0413 0.3744  C69 1.090
82 H -2.3546 0.6427 1.9942  C69 1.090
83 H -2.7404 -0.9557 1.9253  C69 1.090
84 H -5.1796 -1.6498 2.1898  C70 1.090
85 H -6.4044 -0.4598 2.5003  C70 1.090
86 H -5.8531 -0.9886 0.8952  C70 1.090
87 H -2.2702 2.9347 0.8034  C71 1.090
88 H -3.0007 3.8733 -0.5411  C71 1.090
89 H -2.7884 2.0832 -0.6286  C71 1.090
90 H -6.2980 1.3060 -0.4713  O68 0.960
91 C -0.4051 -3.4477 2.1968  O92 1.238, N93 1.287, N94 1.278
92 O -0.3588 -4.6829 2.1189  C91 1.238
93 N 0.2723 -2.6542 1.4425  C91 1.287, H95 1.010, H96 1.010
94 N -1.2620 -2.7518 2.8403  C91 1.278, H97 1.010, H98 1.010
95 H 0.9803 -2.8330 0.7448  N93 1.010
96 H 0.1470 -1.6550 1.5196  N93 1.010
97 H -0.9178 -1.8114 2.9714  N94 1.010
98 H -2.0491 -3.1359 3.3434  N94 1.010
99 C -0.1907 5.6487 0.6374  O100 1.229, N101 1.255, N102 1.248
100 O 0.0431 6.1822 -0.4446  C99 1.229
101 N -0.2518 6.2458 1.7395  C99 1.255, H103 1.010, H104 1.010
102 N -0.1456 4.4108 0.7911  C99 1.248, H105 1.010, H106 1.010
103 H -0.3354 5.7522 2.6167  N101 1.010
104 H -0.4153 7.2425 1.7360  N101 1.010
105 H -0.5550 3.9703 1.6025  N102 1.010
106 H 0.0285 3.7304 0.0653  N102 1.010
107 C -1.2890 0.7991 5.4764  O108 1.201, N109 1.292, N110 1.272
108 O -2.0578 1.3041 6.2485  C107 1.201
109 N -0.5855 1.4494 4.6101  C107 1.292, H111 1.010, H112 1.010
110 N -1.0058 -0.4408 5.5021  C107 1.272, H113 1.010, H114 1.010
111 H -0.7696 2.4313 4.4615  N109 1.010
112 H -0.3567 0.7578 3.9105  N109 1.010
113 H -0.0594 -0.7504 5.3335  N110 1.010
114 H -1.6960 -1.0749 5.8785  N110 1.010
115 C 0.8772 0.7076 1.5608  O116 1.222, N117 1.338, N118 1.326
116 O 0.4084 -0.0446 2.4028  C115 1.222
117 N 0.6979 0.5018 0.2507  C115 1.338, H119 1.010, H120 1.010
118 N 1.7531 1.6342 1.9230  C115 1.326, H121 1.010, H122 1.010
119 H 1.2750 1.1219 -0.2994  N117 1.010
120 H 0.0836 -0.1883 -0.1573  N117 1.010
121 H 2.2811 2.1248 1.2155  N118 1.010
122 H 1.5717 1.8847 2.8845  N118 1.010
123 C 3.8908 5.0104 1.5293  O124 1.211, N125 1.312, N126 1.284
124 O 3.3527 4.1317 2.1650  C123 1.211
125 N 5.0084 5.5881 1.9026  C123 1.312, H127 1.010, H128 1.010
126 N 3.4544 5.3963 0.3849  C123 1.284, H129 1.010, H130 1.010
127 H 5.5736 6.1120 1.2498  N125 1.010
128 H 5.5040 5.2735 2.7245  N125 1.010
129 H 2.9373 4.7606 -0.2055  N126 1.010
130 H 4.0092 6.0675 -0.1266  N126 1.010
131 C 0.1503 1.9051 -4.5237  O132 1.219, N133 1.281, N134 1.305
132 O -0.8058 1.7547 -5.2648  C131 1.219
133 N 1.3123 1.4115 -4.7385  C131 1.281, H135 1.010, H136 1.010
134 N -0.0582 2.5312 -3.3979  C131 1.305, H137 1.010, H138 1.010
135 H 2.0664 1.8007 -4.1908  N133 1.010
136 H 1.4272 0.9718 -5.6405  N133 1.010
137 H 0.5399 2.6792 -2.5976  N134 1.010
138 H -1.0263 2.8189 -3.4132  N134 1.010
139 C 5.0358 -0.4857 1.5218  O140 1.151, N141 1.307, N142 1.343
140 O 5.3568 0.1545 2.4234  C139 1.151
141 N 5.7520 -0.7331 0.4568  C139 1.307, H143 1.010, H144 1.010
142 N 3.8295 -1.0692 1.4384  C139 1.343, H145 1.010, H146 1.010
143 H 5.5931 -1.3893 -0.2944  N141 1.010
144 H 6.5278 -0.1019 0.3162  N141 1.010
145 H 3.1259 -0.9068 2.1446  N142 1.010
146 H 3.7740 -1.7521 0.6964  N142 1.010
147 C 3.0964 2.6143 -1.7354  O148 1.221, N149 1.264, N150 1.309
148 O 2.1406 2.6160 -0.9758  C147 1.221
149 N 3.3451 3.4105 -2.6853  C147 1.264, H151 1.010, H152 1.010
150 N 4.0092 1.6839 -1.6144  C147 1.309, H153 1.010, H154 1.010
151 H 2.6460 4.0881 -2.9537  N149 1.010
152 H 4.2264 3.5013 -3.1704  N149 1.010
153 H 4.1343 1.2007 -0.7363  N150 1.010
154 H 4.6939 1.6904 -2.3567  N150 1.010
155 C 4.0908 1.9396 5.0791  O156 1.212, N157 1.271, N158 1.295
156 O 3.8995 2.2665 6.2303  C155 1.212
157 N 3.4726 1.0544 4.4078  C155 1.271, H159 1.010, H160 1.010
158 N 4.9106 2.6715 4.3935  C155 1.295, H161 1.010, H162 1.010
159 H 2.5517 0.7314 4.6681  N157 1.010
160 H 3.8326 0.8573 3.4850  N157 1.010
161 H 5.2108 2.3048 3.5016  N158 1.010
162 H 5.2861 3.4371 4.9348  N158 1.010
163 C 0.5531 4.5059 4.5876  O164 1.218, N165 1.338, N166 1.327
164 O -0.2137 4.0747 3.7457  C163 1.218
165 N 1.8860 4.5058 4.4702  C163 1.338, H167 1.010, H168 1.010
166 N 0.2487 4.9516 5.8003  C163 1.327, H169 1.010, H170 1.010
167 H 2.4285 4.6951 5.3009  N165 1.010
168 H 2.3354 4.4176 3.5700  N165 1.010
169 H -0.7167 5.1006 6.0571  N166 1.010
170 H 0.9867 5.2257 6.4330  N166 1.010

Total charge: +1
Spin multiplicity: 2
HOMO energy (spin up / spin down), eV: -9.76 / -9.76
E_LUMO (spin up / spin down), Eh: -0.0823 / -0.2347
Expectation value of S²: 0.755
Energy relative to the best compared isomer or geometry (same formula, charge and spin), kJ/mol: 0.00
Gap between HOMO and LUMO (spin up / spin down), eV: 7.5 / 3.4